(1)
ORCA calculation (wB97M-V/def2-TZVPD) on a molecular structure, C16H33N5O6PdSSe2.

Each line ends with the Mulliken charge.
Positions of all 64 atoms, in Å:
Pd  -0.301  -1.841  0.362  0.04
O  4.005  -6.313  1.601  -0.59
C  4.157  -4.962  1.195  -1.16
C  2.850  -4.149  1.112  1.83
C  2.272  -3.962  2.514  -0.88
O  2.118  -5.196  3.241  -0.62
C  3.229  -2.810  0.487  -1.45
Se  2.043  -1.286  0.746  -0.21
C  1.902  -4.891  0.185  -1.45
Se  0.123  -4.147  -0.150  -0.10
H  3.554  -6.291  2.454  0.41
H  4.614  -4.990  0.203  0.42
H  4.847  -4.425  1.858  0.43
H  1.321  -3.450  2.451  0.30
H  2.947  -3.336  3.099  0.47
H  1.339  -5.644  2.896  0.35
H  3.366  -2.940  -0.585  0.36
H  4.177  -2.461  0.906  0.49
H  1.705  -5.883  0.585  0.51
H  2.379  -5.022  -0.784  0.52
N  -2.678  -0.316  -0.337  -0.32
C  -3.300  -0.134  0.984  -0.22
C  -4.137  -1.340  1.377  -0.83
C  -3.352  -2.627  1.617  -0.61
N  -2.527  -3.017  0.458  -0.39
H  -2.347  0.573  -0.686  0.09
H  -3.371  -0.642  -1.001  0.27
H  -3.924  0.764  1.021  0.37
H  -2.508  -0.010  1.724  0.06
H  -4.906  -1.511  0.611  0.32
H  -4.668  -1.100  2.302  0.34
H  -4.070  -3.408  1.883  0.41
H  -2.681  -2.499  2.466  0.27
H  -3.086  -2.985  -0.387  0.08
H  -2.208  -3.974  0.561  0.29
C  -1.946  5.440  -4.142  -1.10
C  -0.888  6.264  -3.414  -0.55
S  0.493  5.291  -2.859  1.32
O  0.757  4.251  -3.825  -0.67
O  1.550  6.182  -2.453  -0.69
C  -0.128  4.478  -1.398  -0.39
C  0.999  3.601  -0.844  -1.71
N  0.485  2.571  0.061  0.52
C  0.256  1.292  -0.305  0.66
N  -0.148  0.563  0.737  0.70
C  -0.168  1.393  1.808  -1.15
C  0.219  2.634  1.416  -0.11
N  0.260  3.821  2.211  1.04
O  0.068  3.691  3.399  -0.62
O  0.386  4.891  1.639  -0.62
C  0.432  0.816  -1.704  -1.78
H  -2.679  6.100  -4.605  0.37
H  -2.479  4.775  -3.461  0.29
H  -1.484  4.835  -4.919  0.31
H  -1.271  6.761  -2.520  0.36
H  -0.422  7.013  -4.056  0.44
H  -0.984  3.881  -1.720  0.38
H  -0.426  5.237  -0.675  0.51
H  1.720  4.216  -0.323  0.29
H  1.506  3.087  -1.656  0.67
H  -0.440  1.072  2.801  0.64
H  -0.076  1.475  -2.416  0.43
H  0.036  -0.186  -1.780  0.18
H  1.489  0.778  -1.968  0.48

Properties
* gap between HOMO and LUMO: 6.60 eV
* F_max: 0.865 eV Å⁻¹
* molecular weight: 687.9 g mol⁻¹
* net charge: 0
* ΔE to the lowest compared entry with this formula, charge and spin: 110.3 kJ/mol

(2)
ORCA calculation (wB97M-V/def2-TZVPD) on a molecular structure, C16H34AsMnN3O3SSeSi.

Each line ends with the Mulliken spin population.
Positions of all 61 atoms, in Å:
Mn  0.276  0.117  0.373  4.08
O  -0.543  -1.074  -0.865  -0.06
N  -1.789  -1.533  -0.700  -0.01
C  -2.255  -2.353  -1.667  0.00
C  -3.523  -2.861  -1.588  0.00
C  -4.314  -2.524  -0.486  0.00
C  -3.807  -1.703  0.492  0.01
C  -2.506  -1.192  0.397  0.02
S  -1.758  -0.192  1.572  0.00
H  -1.555  -2.557  -2.462  0.00
H  -3.882  -3.514  -2.369  0.00
H  -5.318  -2.915  -0.401  0.00
H  -4.388  -1.436  1.362  0.00
C  3.221  -3.224  2.115  0.00
Si  2.421  -2.961  0.436  0.02
C  3.346  -3.919  -0.878  0.00
C  0.648  -3.559  0.545  0.01
Se  2.576  -0.738  -0.166  -0.11
H  3.267  -4.290  2.339  0.00
H  2.644  -2.748  2.908  0.00
H  4.240  -2.838  2.145  0.00
H  3.401  -4.975  -0.612  0.00
H  4.364  -3.548  -0.998  0.00
H  2.843  -3.833  -1.840  0.00
H  0.681  -4.586  0.919  0.00
H  0.164  -3.572  -0.429  0.00
H  0.036  -2.978  1.236  0.00
C  -3.246  1.148  -2.543  0.00
N  -1.835  1.405  -2.337  0.00
C  -0.925  0.771  -3.270  0.00
C  -1.350  2.061  -1.255  0.00
O  -0.207  1.801  -0.805  0.04
N  -2.131  2.988  -0.648  0.01
C  -3.033  3.856  -1.385  0.00
C  -1.721  3.490  0.651  0.00
H  -3.378  0.077  -2.726  0.00
H  -3.650  1.689  -3.402  0.00
H  -3.810  1.416  -1.653  0.00
H  -1.062  1.197  -4.267  0.00
H  -1.125  -0.300  -3.323  0.00
H  0.101  0.921  -2.946  0.00
H  -3.002  3.627  -2.445  0.00
H  -2.711  4.892  -1.253  0.00
H  -4.060  3.763  -1.024  0.00
H  -1.189  2.720  1.200  0.00
H  -2.613  3.780  1.206  0.00
H  -1.073  4.365  0.542  0.00
C  3.362  0.409  3.244  0.00
As  2.432  1.762  2.273  0.00
C  2.031  3.178  3.492  0.00
C  3.479  2.494  0.847  0.01
O  0.912  1.251  1.749  -0.01
H  4.279  0.835  3.650  0.00
H  3.588  -0.407  2.564  0.00
H  2.717  0.069  4.054  0.00
H  2.948  3.564  3.935  0.00
H  1.375  2.792  4.271  0.00
H  1.521  3.972  2.947  0.00
H  3.923  3.430  1.183  0.00
H  2.801  2.674  0.011  0.00
H  4.245  1.784  0.542  0.00

Properties
* gap between HOMO and LUMO (alpha / beta): 6.70 / 8.19 eV
* F_max: 0.583 eV Å⁻¹
* 2S+1: 5
* molecular weight: 585.4 g mol⁻¹
* net charge: +1
* ΔE to the lowest compared entry with this formula, charge and spin: 17.3 kJ/mol

(3)
ORCA calculation (wB97M-V/def2-TZVPD) on a molecular structure, C16H34AsMnN3O3SSeSi.

Each line ends with the Mulliken spin population.
Positions of all 61 atoms, in Å:
Mn  0.465  -0.041  -1.025  4.25
O  2.340  0.551  -1.211  0.03
N  2.622  1.854  -1.237  -0.01
C  3.919  2.210  -1.111  0.00
C  4.283  3.526  -1.151  0.00
C  3.291  4.494  -1.331  0.00
C  1.981  4.106  -1.461  0.00
C  1.631  2.751  -1.411  0.00
S  0.014  2.166  -1.595  -0.13
H  4.594  1.379  -0.980  0.00
H  5.324  3.792  -1.046  0.00
H  3.553  5.542  -1.367  0.00
H  1.188  4.827  -1.601  0.00
C  -4.792  -0.352  -0.445  -0.01
Si  -3.284  0.741  -0.596  0.01
C  -3.705  2.274  -1.565  0.00
C  -2.630  1.168  1.105  0.00
Se  -1.793  -0.591  -1.721  -0.20
H  -5.593  0.197  0.058  0.00
H  -4.580  -1.251  0.134  0.00
H  -5.163  -0.662  -1.423  0.00
H  -4.501  2.811  -1.043  0.00
H  -4.069  2.016  -2.560  0.00
H  -2.858  2.953  -1.680  0.00
H  -3.401  1.745  1.627  0.00
H  -1.722  1.768  1.061  0.00
H  -2.422  0.272  1.688  0.00
C  1.063  0.736  4.466  0.00
N  0.789  0.894  3.047  0.00
C  1.344  2.058  2.358  0.00
C  0.266  -0.066  2.252  0.00
O  0.421  0.044  1.016  -0.03
N  -0.422  -1.115  2.754  0.00
C  -1.252  -1.110  3.945  0.00
C  -0.621  -2.274  1.897  0.00
H  1.958  1.307  4.705  0.00
H  1.265  -0.310  4.698  0.00
H  0.260  1.100  5.105  0.00
H  1.643  2.790  3.104  0.00
H  0.597  2.509  1.705  0.00
H  2.208  1.779  1.752  0.00
H  -1.276  -0.138  4.417  0.00
H  -0.915  -1.857  4.667  0.00
H  -2.277  -1.354  3.652  0.00
H  0.146  -2.311  1.127  0.00
H  -1.602  -2.247  1.411  0.00
H  -0.560  -3.169  2.519  0.00
C  -0.588  -4.206  -2.064  0.01
As  0.877  -3.030  -2.413  0.01
C  2.491  -4.054  -2.411  0.00
C  0.683  -2.203  -4.126  0.01
O  1.035  -1.895  -1.185  0.02
H  -0.642  -4.962  -2.846  0.00
H  -1.506  -3.620  -2.033  0.00
H  -0.420  -4.684  -1.100  0.00
H  2.446  -4.830  -3.174  0.00
H  2.613  -4.507  -1.429  0.00
H  3.326  -3.385  -2.607  0.00
H  0.738  -2.962  -4.906  0.00
H  1.495  -1.488  -4.249  0.00
H  -0.274  -1.686  -4.168  0.00

Properties
* gap between HOMO and LUMO (alpha / beta): 6.79 / 8.37 eV
* F_max: 0.367 eV Å⁻¹
* 2S+1: 5
* molecular weight: 585.4 g mol⁻¹
* net charge: +1
* ΔE to the lowest compared entry with this formula, charge and spin: 10.1 kJ/mol

(4)
ORCA calculation (wB97M-V/def2-TZVPD) on a molecular structure, C16H34BNP2Sn in a non-equilibrium geometry.

Each line ends with the Mulliken charge.
Positions of all 55 atoms, in Å:
P  2.316  2.684  -3.536  1.11
P  2.853  -0.892  -3.817  0.84
C  3.833  1.750  -4.104  -0.74
C  3.579  0.454  -4.835  -1.33
H  4.435  1.613  -3.193  0.06
H  4.425  2.416  -4.754  0.67
H  2.974  0.611  -5.739  0.45
H  4.559  0.046  -5.115  0.55
C  4.344  -1.192  -2.806  -1.17
H  4.196  -2.046  -2.143  0.40
H  4.647  -0.328  -2.210  0.07
H  5.138  -1.406  -3.531  0.51
C  3.110  -2.232  -5.034  -1.25
H  4.203  -2.289  -5.180  0.41
H  2.633  -2.025  -6.003  0.37
H  2.750  -3.189  -4.630  0.42
C  3.222  4.271  -3.891  -1.63
H  2.665  5.175  -3.599  0.38
H  3.438  4.310  -4.965  0.48
H  4.193  4.276  -3.366  0.37
C  1.037  2.600  -4.838  -1.36
H  0.783  1.561  -5.106  0.23
H  1.342  3.137  -5.738  0.41
H  0.134  3.065  -4.411  0.35
Sn  0.389  -0.507  -3.501  0.56
C  3.851  -0.156  0.431  -0.07
C  5.042  0.438  0.193  -0.77
C  5.410  1.889  0.235  -0.45
C  4.390  2.939  0.765  -0.71
C  3.514  3.536  -0.286  -0.54
C  2.427  2.852  -0.691  -0.71
C  2.562  1.375  -0.946  2.34
C  2.536  0.532  0.359  -0.81
C  -1.134  0.982  -2.879  -1.20
H  3.860  -1.198  0.757  0.43
H  5.926  -0.192  0.111  0.38
H  5.743  2.220  -0.763  0.26
H  6.324  2.010  0.848  0.46
H  3.707  2.459  1.476  0.19
H  4.901  3.761  1.315  0.43
H  3.816  4.483  -0.756  0.38
H  1.430  3.212  -0.913  0.61
H  3.515  1.170  -1.452  -1.15
H  1.799  0.914  -1.600  -1.24
H  2.290  1.173  1.230  0.43
H  1.771  -0.266  0.290  0.25
H  -2.120  0.706  -3.245  0.41
H  -0.925  2.004  -3.202  0.27
H  -1.058  0.825  -1.791  0.31
B  -2.222  -1.832  0.183  -0.02
C  -1.041  -1.757  -0.794  0.33
N  -0.193  -1.710  -1.607  -0.67
H  -1.771  -2.044  1.324  -0.10
H  -2.970  -2.766  -0.073  -0.10
H  -2.774  -0.748  0.112  -0.11

Properties
* gap between HOMO and LUMO: 6.80 eV
* F_max: 3.846 eV Å⁻¹
* molecular weight: 431.9 g mol⁻¹
* net charge: 0
* ΔE to the lowest compared entry with this formula, charge and spin: 18.9 kJ/mol

| no. | total energy (a.u.) |
| --- | --- |
| 1 | -6683.5217 |
| 2 | -7495.8429 |
| 3 | -7495.8456 |
| 4 | -1606.4168 |